*i*
This record from the OMol25 dataset describes an isolated molecule of C4H4ClNO2. The level of theory is ωB97M-V with the def2-TZVPD basis set.

SMILES string ... C=C(Cl)C(=O)NC=O
HOMO ... -9.288 eV

```
12
Properties=species:S:1:pos:R:3:lowdin_charge:R:1
C 1.0539 0.2190 -0.2126 -0.7017
C 1.8272 0.6869 0.8404 0.0034
C -0.3589 0.8963 -0.6659 -0.4550
C -1.4061 -1.2066 0.1114 -0.1260
H 1.5284 1.2957 1.6794 0.0517
H 2.7201 0.2241 1.4070 0.0925
H -2.2000 0.1850 -1.3941 0.0982
H -2.4070 -1.7139 0.1206 0.1338
N -1.3388 -0.1030 -1.0156 0.0889
O -0.4069 2.0824 -0.5357 0.1131
O -0.4465 -1.5272 0.9140 -0.0434
Cl 1.4345 -1.0388 -1.2489 0.7444
```

*ii*
This record from the OMol25 dataset describes an isolated molecule of C4H4ClNO2. The level of theory is ωB97M-V with the def2-TZVPD basis set.

SMILES string ... N#C[C@@]1(O)[C@H](O)[C@@H]1Cl
HOMO ... -10.115 eV

```
12
Properties=species:S:1:pos:R:3:lowdin_charge:R:1
C -0.2132 1.0679 -0.8589 -0.2319
C -0.3706 -0.3673 -0.8237 -0.3546
C 0.7683 0.2233 -0.0039 -0.5281
C 2.0965 -0.2437 -0.2175 -0.0142
H -1.9146 1.7343 -0.4605 0.1513
H 0.1427 1.5640 -1.8416 0.1849
H -0.1778 -1.1492 -1.6037 0.1266
H 0.2613 1.6609 1.2157 0.1561
N 3.2620 -0.9520 -0.0105 0.1230
O -1.0466 1.9073 0.0534 -0.0628
O 0.5596 0.6700 1.2781 0.0018
Cl -1.8197 -1.2850 0.2080 0.4479
```

It is *i* that is the most stable of them.

*i*
This record from the OMol25 dataset describes a structure of composition C2H3N2S. The level of theory is ωB97M-V with the def2-TZVPD basis set.

Net charge ... +1
HOMO (alpha / beta) ... -15.648 / -15.648 eV

```
8
Properties=species:S:1:pos:R:3:lowdin_charge:R:1
C 0.9978 -1.5456 -0.4224 0.1397
C 0.3022 -0.4126 -0.1372 -0.2547
N 0.9400 -1.2875 -2.3656 -0.2763
N -0.2696 0.2615 -1.0871 -0.2364
S -0.1062 -0.2535 -2.6535 1.1482
H 0.2506 -0.3776 1.0300 0.2007
H 2.0376 -2.0141 0.0606 0.1880
H -1.0019 0.8560 -0.9312 0.0907
```

*ii*
This record from the OMol25 dataset describes the ion C2H3N2S with charge +1. The level of theory is ωB97M-V with the def2-TZVPD basis set.

Net charge ... +1
SMILES string ... N#CC[NH+]=S
HOMO (alpha / beta) ... -15.891 / -15.920 eV

```
8
Properties=species:S:1:pos:R:3:lowdin_charge:R:1
C 1.1900 -0.4446 -0.3480 -0.2828
C 0.0115 -0.3776 0.4972 -0.2406
N 1.8740 -0.4805 -1.2875 0.2011
N -0.8987 0.5642 -0.0828 -0.3579
S -0.4632 1.2715 -1.4661 1.1245
H -0.4826 -1.4281 0.5707 0.1867
H 0.3991 -0.1649 1.6234 0.2092
H -1.6302 1.0598 0.4930 0.1597
```

It is *ii* that is the most stable of them.

*i*
This record from the OMol25 dataset describes a cluster of 2 separate species, C2H9N2S in total. The level of theory is ωB97M-V with the def2-TZVPD basis set.

Net charge ... +1
HOMO (alpha / beta) ... -12.750 / -12.524 eV

```
14
Properties=species:S:1:pos:R:3:lowdin_charge:R:1
C -1.6522 1.2641 -0.0500 0.0999
C 0.1313 -0.6877 0.6234 -0.2313
N 1.3699 -0.1420 0.8884 -0.4083
N 0.1128 -1.3777 -0.6774 0.1503
S 2.2240 0.6569 -0.3644 0.8460
H -1.3657 1.9990 0.6737 0.0027
H -2.5261 0.6818 0.1523 -0.0021
H -1.3449 1.4114 -1.0666 -0.0065
H -0.3646 -1.1844 1.4403 0.1249
H 1.5512 0.1484 1.8396 0.1048
H -0.8096 -1.3190 -1.1207 0.1631
H 0.3968 -2.3705 -0.6301 0.1786
H 0.8229 -0.8493 -1.2415 0.0801
H 1.4542 1.7689 -0.4671 -0.1022
```

*ii*
This record from the OMol25 dataset describes a cluster of 2 separate species, C2H9N2S in total. The level of theory is ωB97M-V with the def2-TZVPD basis set.

Net charge ... +1
HOMO ... -13.195 eV

```
14
Properties=species:S:1:pos:R:3:lowdin_charge:R:1
C -0.1731 1.0553 0.7783 -0.1691
C -0.3471 0.7856 -0.5356 -0.1275
N 0.7191 0.1920 -1.3263 0.1342
N -1.1182 1.6402 1.6266 0.0665
H 0.7916 0.8071 1.3015 0.1448
H -1.2806 1.0600 -1.0074 0.1229
H 0.9830 0.5925 -2.2301 0.1764
H 1.5703 0.2738 -0.7553 0.1597
H 0.6323 -0.8330 -1.4185 0.0010
H -2.1080 1.6279 1.3432 0.1153
H -1.0542 1.3923 2.6244 0.1138
S 0.4780 -2.9492 -0.7488 0.6124
H 1.3992 -2.9107 0.2044 -0.1796
H -0.4923 -2.7337 0.1434 -0.1710
```

It is *ii* that is the most stable of them.

*i*
This record from the OMol25 dataset describes a cluster of 2 separate species, C2H3ClO2S in total. The level of theory is ωB97M-V with the def2-TZVPD basis set.

HOMO (alpha / beta) ... -6.322 / -9.677 eV
2S+1 ... 3

```
9
Properties=species:S:1:pos:R:3:mulliken_spin:R:1
C -0.0774 0.4718 2.0704 0.0015
C -0.0642 1.0364 0.9214 -0.0011
O -0.8205 -0.9302 -1.6317 0.0787
O -0.1485 1.4116 -0.1599 0.0010
S 0.2462 -1.2121 -2.8045 1.3363
Cl 2.1288 -1.2697 -1.9185 0.5743
H 0.4498 -0.3765 2.2640 0.0003
H -0.5627 0.9112 2.8828 0.0000
H -1.1513 -0.0425 -1.6239 0.0090
```

*ii*
This record from the OMol25 dataset describes an isolated molecule of C2H3ClO2S. The level of theory is ωB97M-V with the def2-TZVPD basis set.

HOMO (alpha / beta) ... -6.626 / -10.682 eV
2S+1 ... 3

```
9
Properties=species:S:1:pos:R:3:mulliken_spin:R:1
C 0.0735 0.3229 -0.2508 0.6806
C 0.0589 -1.0340 0.3421 0.0010
O -0.2958 1.8661 -2.2972 0.4478
O 0.4278 1.3780 0.4961 0.1455
S -0.3706 0.4802 -1.8485 0.6038
Cl -1.0747 -1.0728 1.7623 0.0815
H 1.0330 -1.3258 0.7398 0.0361
H -0.2929 -1.7658 -0.3816 0.0073
H 0.4408 1.1513 1.4378 -0.0036
```

It is *ii* that is the most stable of them.